(1)
This record from the Open Molecules 2025 dataset describes a cluster of 11 separate species, C56H130N6O5 in total at a distorted geometry. The level of theory is ωB97M-V/def2-TZVPD.

Properties
- strongest force on any atom (eV/Å) = 3.45
- HOMO energy (eV) = -8.092
- Kohn-Sham gap (eV) = 8.14
- ΔE to the lowest compared entry with this formula, charge and spin (kJ/mol) = 696.7
- electronic energy (a.u.) = -2915.953857
- SMILES string = CCN(CC)CC.CCN(CC)CC.CCN(CC)CC.CCN(CC)CC.CCN(CC)CC.CCN(CC)CC.C1CCOC1.C1CCOC1.C1CCOC1.C1CCOC1.C1CCOC1
- LUMO (eV) = 0.1

Atoms and positions in Å:
C1 -3.4578 -6.8194 -4.7508
C2 -3.4550 -5.7599 -3.6926
C3 -4.6770 -6.2406 -2.7784
O1 -5.5296 -6.9042 -3.7210
C4 -4.9127 -7.1530 -5.0296
H1 -3.0527 -7.6978 -4.2484
H2 -2.9002 -6.6681 -5.6751
H3 -3.6693 -4.7516 -4.0469
H4 -2.4676 -5.6413 -3.2465
H5 -5.2259 -5.3921 -2.3701
H6 -4.2915 -7.0468 -2.1542
H7 -5.3574 -6.4835 -5.7659
H8 -5.0306 -8.1663 -5.4138
C5 0.3128 -6.2836 3.6286
C6 0.6716 -7.2069 4.8492
C7 2.1528 -6.9854 5.1186
O2 2.5252 -6.0434 4.0065
C8 1.6600 -6.1372 2.8896
H9 -0.0702 -5.3890 4.1196
H10 -0.4472 -6.7532 3.0041
H11 0.7646 -8.2254 4.4724
H12 -0.0591 -7.0737 5.6469
H13 2.7175 -7.9067 4.9753
H14 2.2538 -6.5891 6.1290
H15 1.8850 -7.0155 2.2847
H16 1.8005 -5.2065 2.3398
C9 0.5254 -0.3763 -0.4985
C10 -0.5632 -0.3560 0.4909
C11 -1.1191 -1.7135 0.6039
O3 -0.2534 -2.5297 -0.2059
C12 0.1998 -1.6685 -1.2229
H17 1.5397 -0.4797 -0.1131
H18 0.5118 0.4979 -1.1494
H19 -1.2986 0.3543 0.1129
H20 -0.2535 0.0692 1.4455
H21 -2.1202 -1.7126 0.1727
H22 -1.3350 -2.1272 1.5890
H23 -0.5271 -1.5540 -2.0270
H24 1.0466 -2.0736 -1.7769
C13 2.7964 -0.4293 5.2375
C14 2.0745 -1.5319 6.0314
C15 2.5908 -1.3649 7.4581
O4 3.7708 -0.5010 7.3561
C16 4.1661 -0.3438 6.0118
H25 2.2292 0.4952 5.3459
H26 2.9819 -0.7291 4.2061
H27 2.3678 -2.4645 5.5493
H28 1.0075 -1.3225 5.9546
H29 2.8984 -2.3107 7.9041
H30 1.8686 -0.8724 8.1093
H31 4.9086 -1.0840 5.7136
H32 4.6411 0.5959 5.7299
C17 6.9397 -0.3787 -5.8291
C18 5.6357 -0.1396 -4.9863
C19 4.5742 -0.4145 -6.0488
O5 5.2042 -0.9689 -7.1747
C20 6.4967 -1.4494 -6.8089
H33 7.8241 -0.6763 -5.2658
H34 7.3476 0.5006 -6.3276
H35 5.6864 0.8690 -4.5762
H36 5.6109 -0.8859 -4.1922
H37 3.9823 0.4498 -6.3499
H38 3.8770 -1.1190 -5.5952
H39 7.1893 -1.4405 -7.6506
H40 6.5472 -2.4360 -6.3484
C21 -4.0722 -0.8979 -10.9441
C22 -4.3283 -0.2090 -9.5829
N1 -4.4930 -1.1678 -8.4952
C23 -3.3720 -2.1672 -8.2058
C24 -2.0791 -1.4879 -7.5720
C25 -5.0325 -0.4068 -7.3798
C26 -5.9228 -1.2268 -6.4788
H41 -3.0138 -1.1582 -10.9550
H42 -4.3563 -0.1466 -11.6810
H43 -4.8182 -1.6912 -10.9916
H44 -3.5833 0.5398 -9.3141
H45 -5.2546 0.3408 -9.7493
H46 -3.6570 -3.0112 -7.5776
H47 -3.1290 -2.6024 -9.1751
H48 -1.9747 -1.4692 -6.4872
H49 -1.2117 -2.0957 -7.8296
H50 -1.8438 -0.5162 -8.0063
H51 -5.6118 0.4493 -7.7257
H52 -4.2233 -0.0150 -6.7635
H53 -5.4139 -2.0078 -5.9140
H54 -6.7736 -1.7380 -6.9293
H55 -6.2387 -0.6178 -5.6317
C27 -5.6248 2.2970 1.5094
C28 -6.1544 1.0393 2.3878
N2 -6.6953 1.4426 3.6923
C29 -8.0433 1.9613 3.4882
C30 -8.6481 2.1699 4.8709
C31 -5.7212 2.3221 4.3928
C32 -4.5092 1.4794 4.9128
H56 -4.7069 2.7714 1.8566
H57 -6.3436 3.1065 1.3821
H58 -5.2170 1.8802 0.5885
H59 -6.8128 0.3642 1.8412
H60 -5.3151 0.3582 2.5283
H61 -8.0385 2.9615 3.0550
H62 -8.6276 1.4075 2.7534
H63 -9.7219 2.2628 4.7080
H64 -8.6243 1.3472 5.5855
H65 -8.3525 3.0962 5.3634
H66 -6.2693 2.7409 5.2368
H67 -5.5152 3.0817 3.6386
H68 -4.8320 0.4390 4.8759
H69 -4.2230 1.7494 5.9293
H70 -3.7281 1.5621 4.1572
C33 3.3027 4.9560 3.8403
C34 4.2681 5.4206 2.7003
N3 4.8489 6.7867 2.7907
C35 5.9270 7.0127 1.7797
C36 5.2147 6.9410 0.3521
C37 5.5397 6.8362 4.0983
C38 6.1272 8.2650 4.4303
H71 2.5949 4.1742 3.5650
H72 2.6784 5.8327 4.0131
H73 3.8722 4.6946 4.7321
H74 5.0310 4.6424 2.6781
H75 3.6302 5.4047 1.8166
H76 6.2709 8.0418 1.8841
H77 6.8160 6.4020 1.9369
H78 6.0387 7.1464 -0.3312
H79 4.9151 5.9044 0.1980
H80 4.3990 7.6499 0.2094
H81 6.3210 6.0914 4.2494
H82 4.7367 6.7195 4.8261
H83 5.4830 9.1191 4.2213
H84 7.1182 8.4714 4.0261
H85 6.4209 8.2123 5.4787
C39 -6.1637 -6.6926 7.4619
C40 -6.6437 -5.2009 7.3092
N4 -7.4649 -5.1720 6.1139
C41 -6.8393 -5.5344 4.7854
C42 -5.5642 -4.7326 4.4295
C43 -8.1220 -3.8333 6.0752
C44 -9.0077 -3.4479 4.9323
H86 -6.9608 -7.4278 7.5722
H87 -5.4373 -6.7200 8.2742
H88 -5.4872 -6.9253 6.6395
H89 -7.2047 -4.9086 8.1969
H90 -5.7322 -4.6044 7.3487
H91 -7.6030 -5.4063 4.0184
H92 -6.5478 -6.5807 4.6936
H93 -5.0303 -5.2371 3.6242
H94 -4.8595 -4.5894 5.2486
H95 -5.9167 -3.8592 3.8809
H96 -8.7148 -3.7703 6.9877
H97 -7.4613 -3.0036 6.3267
H98 -9.6640 -4.2627 4.6263
H99 -9.6319 -2.5814 5.1505
H100 -8.5167 -3.1577 4.0035
C45 2.4784 5.7362 -5.4092
C46 1.2559 6.4665 -4.7590
N5 0.0726 5.6346 -4.5201
C47 -0.6253 5.2630 -5.7529
C48 -1.0091 6.3612 -6.6373
C49 -0.7147 6.2711 -3.4764
C50 -0.3228 5.5510 -2.2116
H101 2.2360 5.4415 -6.4302
H102 2.8148 4.8707 -4.8383
H103 3.4610 6.2038 -5.3479
H104 1.7429 6.8435 -3.8597
H105 0.9643 7.3991 -5.2420
H106 -0.0719 4.4035 -6.1312
H107 -1.5870 4.7879 -5.5588
H108 -1.1794 5.9624 -7.6373
H109 -1.8656 6.9171 -6.2558
H110 -0.1590 6.9791 -6.9265
H111 -1.7600 6.1000 -3.7335
H112 -0.5241 7.3429 -3.4221
H113 -0.6209 6.1879 -1.3788
H114 0.7336 5.2896 -2.1506
H115 -0.8550 4.6000 -2.2331
C51 9.6991 2.3337 -1.2439
C52 8.7967 2.1354 -0.0301
N6 8.7418 0.7325 0.4849
C53 7.5321 0.3600 1.2789
C54 7.1065 -1.0255 1.0089
C55 9.9830 0.2293 1.0432
C56 10.5044 1.1221 2.1863
H116 10.7293 2.4374 -0.9033
H117 9.6233 3.3011 -1.7404
H118 9.4257 1.5688 -1.9707
H119 8.9912 2.8609 0.7598
H120 7.7938 2.4778 -0.2852
H121 7.8823 0.2196 2.3016
H122 6.6446 0.9663 1.0980
H123 7.8503 -1.7381 1.3652
H124 6.1511 -1.3740 1.4010
H125 6.9666 -1.0811 -0.0707
H126 10.7797 0.1499 0.3036
H127 9.9927 -0.7832 1.4466
H128 11.2319 1.8678 1.8658
H129 10.8746 0.4932 2.9960
H130 9.6707 1.6806 2.6120

Atom charges from the Löwdin analysis, given in e for atoms 1 to 5:
1 C -0.208
2 C -0.166
3 C -0.159
4 O -0.174
5 C -0.173

(2)
This record from the Open Molecules 2025 dataset describes a structure of composition C56H131BN9O25Sr at a distorted geometry. The level of theory is ωB97M-V/def2-TZVPD.

Properties
- strongest force on any atom (eV/Å) = 4.88
- HOMO energy (eV) = -9.108
- Kohn-Sham gap (eV) = 6.11
- charge = +1
- electronic energy (a.u.) = -4641.090002
- LUMO (eV) = -3.0

Atoms and positions in Å:
Sr1 0.2859 -3.8903 2.0292
O1 -3.2853 1.8381 -2.7710
C1 -2.4482 2.0374 -1.9379
O2 -1.2880 1.5858 -1.8702
B1 -0.7746 1.5018 -0.5315
O3 -1.7262 2.4548 0.2184
C2 -2.7775 2.6633 -0.5668
O4 -3.8450 3.2649 -0.2681
O5 0.6709 1.7156 -0.5123
C3 1.1965 0.7071 0.1774
O6 2.3499 0.5452 0.4923
C4 0.1243 -0.3243 0.5047
O7 -0.9907 0.0935 -0.1066
O8 0.2141 -1.3684 1.1265
C5 1.7291 -7.0547 2.0897
O9 1.9380 -5.6919 1.7270
C6 3.1001 -5.6362 0.9636
C7 3.2019 -4.2115 0.5433
N1 2.0082 -3.5546 0.0556
C8 1.4862 -4.2309 -1.1774
C9 0.0766 -3.6465 -1.4708
O10 -0.7753 -3.9108 -0.3899
C10 -2.1384 -3.6262 -0.8322
H1 1.5439 -7.6499 1.1956
H2 0.8292 -6.9726 2.6993
H3 2.4302 -7.4992 2.7960
H4 3.0395 -6.2449 0.0614
H5 3.9684 -5.9171 1.5597
H6 4.0135 -4.1272 -0.1795
H7 3.6715 -3.6150 1.3254
H8 2.2776 -2.5899 -0.0741
H9 1.3502 -5.2988 -1.0065
H10 2.1180 -4.3373 -2.0592
H11 -0.2895 -4.1875 -2.3434
H12 0.1931 -2.5836 -1.6826
H13 -2.3406 -2.5621 -0.9551
H14 -2.8310 -3.7833 -0.0054
H15 -2.3838 -4.1516 -1.7552
C11 6.6552 -4.9763 -2.8622
O11 5.9522 -4.6688 -4.0196
C12 4.6452 -4.0744 -3.7690
C13 4.8010 -2.5350 -3.7159
N2 4.7185 -2.0520 -2.3545
C14 4.3900 -0.5888 -2.5111
C15 2.8891 -0.2543 -2.7336
O12 2.2956 -0.8500 -3.8568
C16 1.0387 -0.4411 -4.2265
H16 6.8340 -4.0463 -2.3225
H17 7.6070 -5.4093 -3.1700
H18 6.1569 -5.7184 -2.2384
H19 4.2224 -4.5833 -2.9028
H20 4.1044 -4.3397 -4.6774
H21 4.2132 -2.0077 -4.4673
H22 5.8353 -2.3869 -4.0264
H23 5.6788 -2.0738 -2.0424
H24 5.0336 -0.1599 -3.2791
H25 4.6045 -0.1250 -1.5483
H26 2.7035 0.8185 -2.7874
H27 2.2943 -0.6119 -1.8932
H28 0.9300 0.5866 -4.5731
H29 0.2892 -0.5888 -3.4490
H30 0.7936 -1.0981 -5.0610
C17 -4.0159 -0.0278 2.4719
O13 -3.6782 -1.2642 3.1068
C18 -2.3652 -1.2533 3.7629
C19 -2.0048 -2.7324 4.0943
N3 -2.1637 -3.5451 2.8855
C20 -2.4462 -4.9470 3.1365
C21 -2.5223 -5.8190 1.8561
O14 -1.2251 -6.0361 1.4151
C22 -1.0251 -7.0800 0.4470
H31 -4.9444 -0.2340 1.9394
H32 -3.2265 0.1363 1.7385
H33 -4.1437 0.8307 3.1313
H34 -2.5913 -0.7631 4.7098
H35 -1.5824 -0.6790 3.2673
H36 -2.8190 -3.1081 4.7140
H37 -1.0211 -2.9252 4.5222
H38 -2.9260 -3.1837 2.3302
H39 -3.3571 -5.1142 3.7113
H40 -1.7064 -5.3877 3.8048
H41 -3.1808 -5.4755 1.0583
H42 -2.9405 -6.7497 2.2396
H43 -1.9012 -7.4189 -0.1059
H44 -0.7263 -7.9303 1.0601
H45 -0.1898 -6.9336 -0.2377
C23 4.6498 -5.4526 4.1951
O15 5.0338 -4.2606 4.7995
C24 6.5063 -4.2671 5.1081
C25 6.9080 -3.1365 6.0541
N4 6.3338 -1.7752 5.7938
C26 6.7592 -1.1684 4.4811
C27 6.0537 0.1401 4.1947
O16 4.5933 -0.0688 4.1175
C28 3.8822 0.9613 3.3938
H46 4.9259 -6.3557 4.7393
H47 5.2003 -5.6194 3.2692
H48 3.5689 -5.5312 4.0789
H49 7.0479 -4.1842 4.1658
H50 7.0179 -5.1465 5.4993
H51 7.9865 -3.0648 5.9136
H52 6.7698 -3.3124 7.1209
H53 6.7981 -1.1975 6.4800
H54 6.6566 -1.8087 3.6050
H55 7.8471 -1.1039 4.5021
H56 6.4860 0.6361 3.3257
H57 6.2116 0.8080 5.0416
H58 4.4106 0.8320 2.4492
H59 3.9105 1.9795 3.7818
H60 2.8934 0.6062 3.1037
C29 -7.1095 6.4059 -3.0330
O17 -6.7147 5.2391 -3.8081
C30 -5.7933 4.3754 -3.1659
C31 -4.3166 4.8952 -3.4550
N5 -3.8090 5.0306 -4.8354
C32 -4.1881 6.2657 -5.4438
C33 -3.8242 6.3652 -6.9363
O18 -4.6617 5.6349 -7.8620
C34 -4.1955 4.3057 -8.2557
H61 -7.8750 6.2138 -2.2812
H62 -7.6197 7.1982 -3.5808
H63 -6.2311 6.9172 -2.6392
H64 -5.8991 3.3626 -3.5547
H65 -5.9934 4.5034 -2.1021
H66 -3.6344 4.2596 -2.8903
H67 -4.2441 5.8984 -3.0350
H68 -4.1591 4.2371 -5.3530
H69 -3.5281 6.9180 -4.8720
H70 -5.2178 6.6231 -5.4356
H71 -2.8040 6.0605 -7.1696
H72 -3.8286 7.4515 -7.0259
H73 -3.8453 3.6906 -7.4268
H74 -3.3004 4.3885 -8.8722
H75 -4.9933 3.8199 -8.8175
C35 1.8277 4.0632 4.6050
O19 1.6487 3.1390 3.5013
C36 0.4201 3.2736 2.8623
C37 0.3408 4.6051 1.9634
N6 1.2853 4.5936 0.7762
C38 2.7061 4.4905 1.1895
C39 3.4995 5.1481 0.0954
O20 4.8232 5.5616 0.5007
C40 5.7431 5.6209 -0.5749
H76 0.9807 4.0863 5.2906
H77 1.9302 5.1092 4.3162
H78 2.7000 3.8532 5.2240
H79 -0.3923 3.1552 3.5792
H80 0.2736 2.5116 2.0968
H81 0.2859 5.6501 2.2685
H82 -0.6336 4.3016 1.5804
H83 1.0195 3.8355 0.1639
H84 3.0513 3.4853 1.4314
H85 2.9143 5.0382 2.1086
H86 3.0650 6.0797 -0.2672
H87 3.6328 4.4784 -0.7542
H88 5.9023 4.7807 -1.2507
H89 6.7260 5.7406 -0.1192
H90 5.5300 6.5256 -1.1444
C41 1.0481 -0.4941 4.4005
O21 2.1055 -0.4184 5.3309
C42 2.0683 0.4557 6.4355
C43 3.2679 0.3140 7.3337
N7 3.2909 -1.0039 7.8583
C44 4.4291 -1.3426 8.8059
C45 4.4358 -2.9017 8.9321
O22 4.5427 -3.6028 7.7119
C46 4.7735 -4.9116 7.9656
H91 1.1961 -0.9576 3.4251
H92 0.5113 0.4427 4.2511
H93 0.2147 -1.0755 4.7948
H94 1.2272 0.2671 7.1027
H95 2.0517 1.5202 6.2016
H96 3.0495 0.9135 8.2174
H97 4.1840 0.5043 6.7745
H98 2.3686 -1.1107 8.2560
H99 4.2047 -0.7702 9.7060
H100 5.4209 -1.1985 8.3775
H101 3.6098 -3.2474 9.5536
H102 5.3191 -3.2720 9.4525
H103 4.4804 -5.2603 8.9559
H104 5.7705 -5.1790 7.6155
H105 4.0918 -5.3773 7.2539
C47 -5.6697 0.8828 -5.3793
O23 -6.5979 -0.0257 -4.9979
C48 -7.7224 0.6357 -4.2545
C49 -8.6835 -0.4316 -3.6452
N8 -10.0486 -0.1144 -3.7857
C50 -10.5454 -0.0367 -5.1236
C51 -10.4549 -1.3992 -5.9248
O24 -11.0058 -2.4437 -5.1414
C52 -11.6227 -3.4223 -5.8166
H106 -4.9526 1.1232 -4.5944
H107 -6.0412 1.8664 -5.6666
H108 -4.9723 0.6313 -6.1784
H109 -8.2109 1.2739 -4.9908
H110 -7.2901 1.2851 -3.4933
H111 -8.3530 -0.5852 -2.6179
H112 -8.3936 -1.4133 -4.0198
H113 -10.7302 -0.7039 -3.3298
H114 -10.1061 0.8654 -5.5494
H115 -11.6162 0.1594 -5.1782
H116 -9.4120 -1.5271 -6.2147
H117 -10.9513 -1.2908 -6.8892
H118 -10.9561 -3.9503 -6.4985
H119 -12.5136 -3.1434 -6.3792
H120 -11.8301 -4.0625 -4.9592
C53 -0.9912 6.2330 -1.8272
C54 -0.3941 5.6604 -3.1118
C55 0.4633 6.7306 -3.7398
O25 0.8064 6.3977 -5.0989
C56 1.8419 7.2066 -5.6496
N9 0.2694 4.4802 -2.6517
H121 -1.9220 5.6964 -1.6432
H122 -1.2089 7.2940 -1.9494
H123 -0.2763 6.2069 -1.0048
H124 -1.2121 5.3807 -3.7757
H125 1.3548 6.7728 -3.1140
H126 -0.1214 7.6499 -3.7750
H127 1.8373 7.1286 -6.7368
H128 2.8343 6.9312 -5.2926
H129 1.7151 8.2752 -5.4761
H130 0.5727 3.9986 -3.4860
H131 -0.4025 3.8779 -2.1979

Atom charges from the Löwdin analysis, given in e for atoms 1 to 5:
1 Sr 1.625
2 O 0.162
3 C -0.464
4 O 0.254
5 B -0.876

Which of these has the lowest HOMO energy?
C56H131BN9O25Sr

Among the records above, which one has the highest electronic energy?
C56H130N6O5